C31H80N8O15 | wB97M-V/def2-TZVPD

## Properties
* E_HOMO: -8.5 eV
* total charge: 0
* E_tot: -76075.7288 eV
* LUMO energy: 0.17 eV

Atoms and positions in Å:
C  -1.720  -2.716  5.720
O  -1.440  -2.658  6.929
N  -2.218  -3.925  5.172
N  -1.589  -1.673  4.807
H  -2.114  -4.716  5.801
H  -2.084  -3.980  4.184
H  -1.784  -1.796  3.814
H  -1.713  -0.772  5.277
C  -1.070  -4.758  2.003
O  -1.462  -3.582  2.070
N  0.213  -5.064  2.132
N  -1.937  -5.793  1.830
H  0.516  -5.994  1.863
H  0.861  -4.272  2.243
H  -2.870  -5.660  1.536
H  -1.614  -6.746  1.787
C  2.248  -2.531  3.629
O  1.892  -3.002  2.526
N  1.361  -2.176  4.560
N  3.541  -2.277  3.946
H  0.423  -2.372  4.326
H  1.481  -1.439  5.276
H  4.211  -2.491  3.271
H  3.816  -1.961  4.847
C  -1.382  -2.895  -4.180
C  -0.636  -3.558  -5.311
O  0.580  -2.909  -5.675
O  -2.111  -1.777  -4.772
H  -0.755  -2.549  -3.348
H  -2.065  -3.563  -3.687
H  -1.349  -3.675  -6.134
H  -0.299  -4.562  -5.052
H  0.330  -1.983  -5.752
H  -1.690  -0.988  -4.571
C  3.202  -3.749  -2.948
C  3.792  -3.668  -1.554
O  4.093  -2.357  -1.067
O  1.863  -3.310  -3.100
H  3.330  -4.771  -3.392
H  3.861  -3.132  -3.627
H  4.732  -4.284  -1.560
H  3.041  -4.084  -0.822
H  3.203  -2.053  -0.727
H  1.642  -2.939  -3.961
C  5.134  -0.284  1.396
C  6.429  0.010  0.593
O  6.346  -0.034  -0.831
O  4.948  -1.726  1.482
H  4.353  0.126  0.779
H  5.109  0.133  2.402
H  7.226  -0.651  1.016
H  6.791  0.990  0.894
H  5.754  -0.732  -1.066
H  4.887  -2.192  0.547
C  2.567  1.760  2.572
C  2.335  3.285  2.305
O  2.844  3.547  1.003
O  1.582  1.208  3.429
H  3.540  1.692  3.047
H  2.624  1.268  1.608
H  2.671  3.934  3.084
H  1.245  3.286  2.303
H  3.753  3.253  1.049
H  0.884  0.600  3.045
C  -0.378  -0.960  0.325
C  0.684  -1.854  -0.356
O  2.032  -1.606  0.168
O  -0.307  -1.097  1.753
H  -1.394  -1.178  -0.004
H  -0.131  0.074  0.088
H  0.745  -1.777  -1.498
H  0.304  -2.843  -0.128
H  2.048  -2.179  0.972
H  -0.635  -2.028  1.890
C  2.118  1.725  -2.214
C  1.963  2.604  -3.502
C  1.298  1.771  -4.617
C  -0.173  1.579  -4.329
C  -0.893  2.919  -4.111
C  -0.283  3.739  -2.965
N  1.191  3.886  -3.202
O  1.754  4.656  -2.146
C  -0.869  5.156  -3.032
C  -0.733  3.048  -1.610
C  3.346  3.044  -4.010
H  2.962  2.189  -1.616
H  2.428  0.746  -2.522
H  1.222  1.731  -1.605
H  1.566  2.154  -5.627
H  1.745  0.802  -4.547
H  -0.425  0.984  -3.453
H  -0.755  1.090  -5.133
H  -1.883  2.670  -3.768
H  -0.915  3.530  -4.977
H  -0.404  5.788  -3.771
H  -1.940  5.113  -3.075
H  -0.639  5.668  -2.128
H  -0.737  2.018  -1.701
H  -0.232  3.446  -0.748
H  -1.851  3.305  -1.437
H  3.192  3.642  -4.944
H  3.892  2.127  -4.199
H  3.909  3.547  -3.258
H  1.883  4.196  -1.295
C  -5.267  -0.165  1.095
C  -4.976  1.329  0.536
C  -5.925  2.311  1.092
C  -5.652  2.669  2.526
C  -4.248  3.132  2.741
C  -3.193  2.141  2.130
N  -3.667  1.856  0.781
O  -2.670  1.036  0.171
C  -1.925  2.873  2.111
C  -2.979  0.865  3.018
C  -5.123  1.329  -0.985
H  -4.330  -0.773  0.967
H  -6.106  -0.593  0.547
H  -5.528  -0.058  2.152
H  -5.769  3.218  0.463
H  -6.950  1.975  1.024
H  -5.832  1.704  3.099
H  -6.364  3.481  2.793
H  -4.009  3.365  3.743
H  -4.106  4.140  2.301
H  -2.027  3.675  1.388
H  -1.713  3.420  3.084
H  -1.037  2.262  1.920
H  -3.896  0.445  3.404
H  -2.473  0.077  2.428
H  -2.247  1.188  3.793
H  -4.460  0.557  -1.471
H  -4.811  2.276  -1.471
H  -6.164  1.107  -1.279
H  -2.618  1.418  -0.731

Atomic partial charges in e from the Mulliken method, atoms 1 to 99: atom 1 (C): 0.5023, atom 2 (O): -0.6839, atom 3 (N): -0.4177, atom 4 (N): -0.1577, atom 5 (H): 0.2671, atom 6 (H): 0.2488, atom 7 (H): 0.0269, atom 8 (H): 0.1397, atom 9 (C): 0.4596, atom 10 (O): -0.7282, atom 11 (N): -0.1692, atom 12 (N): -0.4137, atom 13 (H): 0.2289, atom 14 (H): 0.3011, atom 15 (H): 0.2388, atom 16 (H): 0.1550, atom 17 (C): 0.4359, atom 18 (O): -0.8600, atom 19 (N): -0.2361, atom 20 (N): -0.3573, atom 21 (H): 0.0271, atom 22 (H): 0.2687, atom 23 (H): 0.2132, atom 24 (H): 0.1638, atom 25 (C): 0.4998, atom 26 (C): -0.4817, atom 27 (O): -0.5839, atom 28 (O): -0.5548, atom 29 (H): -0.4714, atom 30 (H): 0.3062, atom 31 (H): 0.3194, atom 32 (H): 0.3762, atom 33 (H): 0.3020, atom 34 (H): 0.3130, atom 35 (C): -0.5991, atom 36 (C): -0.4893, atom 37 (O): -0.4518, atom 38 (O): -0.2616, atom 39 (H): 0.3729, atom 40 (H): 0.3179, atom 41 (H): 0.3946, atom 42 (H): 0.1396, atom 43 (H): 0.4771, atom 44 (H): 0.2162, atom 45 (C): 0.1962, atom 46 (C): -0.8109, atom 47 (O): -0.5562, atom 48 (O): -0.5406, atom 49 (H): -0.0185, atom 50 (H): 0.3982, atom 51 (H): 0.2126, atom 52 (H): 0.4268, atom 53 (H): 0.3958, atom 54 (H): 0.4076, atom 55 (C): 0.0937, atom 56 (C): 0.0238, atom 57 (O): -0.3915, atom 58 (O): -0.6183, atom 59 (H): 0.3595, atom 60 (H): -0.1300, atom 61 (H): 0.2167, atom 62 (H): -0.0967, atom 63 (H): 0.2836, atom 64 (H): 0.1697, atom 65 (C): 0.2003, atom 66 (C): -0.4820, atom 67 (O): -0.2883, atom 68 (O): 1.3658, atom 69 (H): 0.3286, atom 70 (H): -0.3590, atom 71 (H): -0.1936, atom 72 (H): 0.2033, atom 73 (H): 0.0879, atom 74 (H): -0.6267, atom 75 (C): -1.3085, atom 76 (C): 1.8615, atom 77 (C): -1.6488, atom 78 (C): 0.6043, atom 79 (C): -1.9366, atom 80 (C): 1.9884, atom 81 (N): 0.1543, atom 82 (O): -0.5448, atom 83 (C): -2.2462, atom 84 (C): -0.9636, atom 85 (C): -1.9540, atom 86 (H): 0.2429, atom 87 (H): 0.5384, atom 88 (H): -0.0731, atom 89 (H): 0.3860, atom 90 (H): 0.4223, atom 91 (H): -0.2401, atom 92 (H): 0.5902, atom 93 (H): 0.4817, atom 94 (H): 0.4678, atom 95 (H): 0.5264, atom 96 (H): 0.4238, atom 97 (H): 0.4092, atom 98 (H): -0.4358, atom 99 (H): 0.2531